{"formula": "C38H40B2N2O24PS", "method": "ωB97M-V/def2-TZVPD", "elements": ["C", "C", "O", "O", "C", "C", "C", "B", "B", "N", "O", "O", "C", "C", "S", "C", "C", "P", "O", "O", "O", "C", "C", "C", "C", "N", "C", "O", "H", "H", "H", "H", "H", "H", "H", "H", "H", "H", "H", "H", "H", "H", "H", "H", "H", "H", "H", "H", "H", "H", "H", "H", "C", "C", "C", "O", "C", "C", "C", "O", "O", "O", "H", "H", "H", "H", "C", "C", "C", "O", "C", "C", "C", "O", "O", "O", "H", "H", "H", "H", "C", "C", "C", "O", "C", "C", "C", "O", "O", "O", "H", "H", "H", "H", "C", "C", "C", "O", "C", "C", "C", "O", "O", "O", "H", "H", "H", "H"], "xyz": [[4.882566, -0.884088, 3.918756], [5.403195, -2.327784, 3.452889], [6.666029, -2.452659, 3.329540], [4.583197, -3.462172, 3.218120], [3.554383, -3.176819, 2.187458], [2.135704, -3.566534, 2.851388], [0.835313, -3.071280, 2.003984], [0.752792, -1.444129, 1.781580], [1.234202, -0.554378, 3.105282], [0.671949, -0.958569, 4.463181], [2.173637, 0.552888, 3.118740], [-0.563465, -0.839921, 1.384745], [-0.692906, -0.660599, -0.036900], [-1.831066, 0.372196, -0.576781], [-1.493309, -2.311026, -0.534533], [0.846254, -0.422732, -0.483936], [1.059153, -0.744689, -2.041412], [2.064717, -2.297478, -2.405343], [1.280030, -3.616348, -2.355931], [2.619768, -2.137219, -4.039917], [3.452998, -2.484639, -1.443063], [1.549409, 0.997800, -0.123907], [0.724712, 2.039854, 0.705520], [1.580877, 3.338486, 1.002989], [3.017247, 3.340226, 0.439497], [3.710716, 2.381268, -0.343808], [2.990731, 1.192106, -0.639770], [1.509731, -1.286673, 0.489104], [4.600424, -0.320502, 2.945995], [3.933711, -0.952267, 4.569890], [5.669145, -0.259411, 4.461058], [3.797033, -3.890010, 1.313550], [3.639896, -2.097546, 1.824064], [2.084622, -4.726571, 2.838947], [2.072730, -3.291004, 3.975887], [0.963140, -3.535116, 0.947220], [-0.159203, -3.438184, 2.478212], [1.517094, -1.263681, 4.994252], [0.040823, -1.767894, 4.374315], [1.745941, 1.240462, 3.680708], [-2.719795, -0.220200, -0.989072], [-1.449949, 1.064723, -1.400160], [-2.241230, 0.971040, 0.324374], [-0.527877, -3.306580, -0.567941], [1.525156, 0.111153, -2.649653], [0.008222, -0.909832, -2.502285], [3.091777, -1.279831, -4.154695], [3.605331, -1.712179, -0.851371], [-0.334640, 1.880866, 1.083663], [1.152708, 4.221035, 1.603710], [3.630561, 4.286092, 0.700837], [3.526976, 0.387679, -1.269694], [3.855970, 3.339125, -3.815467], [3.639387, 4.656020, -3.804314], [2.612522, 5.281317, -4.685724], [2.427579, 6.485908, -4.636536], [1.859835, 4.407073, -5.592246], [2.079103, 3.090672, -5.605138], [3.086911, 2.462722, -4.703998], [3.248027, 1.252260, -4.729751], [1.389029, 2.267142, -6.443569], [4.347881, 5.482615, -2.985494], [4.596287, 2.872037, -3.179227], [1.130118, 4.875191, -6.239188], [1.727111, 1.368120, -6.261241], [4.004897, 6.380119, -3.163360], [-6.206200, 3.180290, -3.240204], [-5.047419, 2.545577, -3.432559], [-3.790461, 3.008689, -2.777985], [-2.754282, 2.394551, -2.960335], [-3.855910, 4.205140, -1.932889], [-5.013799, 4.841211, -1.743639], [-6.275296, 4.362655, -2.375593], [-7.319151, 4.958709, -2.165170], [-5.088885, 5.952821, -0.964123], [-4.967302, 1.447831, -4.234289], [-7.125833, 2.853533, -3.707133], [-2.933532, 4.540858, -1.477885], [-6.028214, 6.221438, -0.986743], [-4.028764, 1.174325, -4.207686], [-5.908360, 3.140386, 2.007065], [-5.319247, 4.338278, 1.982734], [-4.904825, 5.025227, 3.239490], [-4.352075, 6.110963, 3.178788], [-5.188422, 4.357618, 4.514298], [-5.780496, 3.161497, 4.538293], [-6.170200, 2.462262, 3.280878], [-6.692810, 1.362528, 3.340326], [-6.052335, 2.530956, 5.714709], [-5.071182, 4.983829, 0.801630], [-6.212212, 2.629703, 1.102538], [-4.898695, 4.874567, 5.419325], [-6.477609, 1.686947, 5.464480], [-4.640586, 5.823303, 1.052343], [0.657906, -8.807400, -0.817917], [1.247419, -7.608123, -0.819892], [1.659089, -6.944382, 0.450516], [2.210756, -5.862042, 0.410567], [1.371474, -7.635836, 1.712862], [0.779540, -8.831391, 1.712838], [0.393384, -9.507464, 0.441992], [-0.130376, -10.610742, 0.480678], [0.503640, -9.485233, 2.878558], [1.495608, -6.945687, -1.982083], [0.356078, -9.301500, -1.731762], [1.658885, -7.135658, 2.628172], [0.079045, -10.323536, 2.610733], [1.925837, -6.104349, -1.719957]], "atomic_forces_ev_per_a": [[-1.225, -0.394, -0.794], [4.380, -0.403, 0.150], [-4.982, 0.146, 0.512], [0.975, 3.059, -0.300], [-1.116, -0.679, 0.178], [-0.713, -0.994, -0.448], [0.217, -1.034, 0.102], [0.115, -0.491, -1.494], [0.610, 0.642, 1.827], [1.226, 0.065, -0.925], [-1.901, -0.411, 0.530], [-1.328, 1.679, -1.430], [0.182, -0.570, 1.348], [-0.003, -0.132, 0.974], [0.509, -0.423, -1.151], [0.844, 0.167, 1.601], [-0.118, 0.023, -0.315], [-0.345, -3.580, -0.624], [1.816, 3.144, -0.087], [-0.334, 0.949, 2.838], [-1.811, 1.669, -1.480], [-1.086, 1.430, 0.007], [5.606, 1.384, -1.461], [0.681, -3.819, -2.122], [-1.520, -0.081, 0.495], [-3.869, -0.895, 1.292], [-2.279, 2.375, 2.144], [0.626, 0.929, -3.021], [0.284, -0.818, 1.727], [1.472, 0.066, -1.177], [-0.830, -1.389, -0.863], [-0.539, 1.248, 1.318], [-0.362, -1.407, 0.585], [0.350, 1.809, 0.112], [0.355, -0.056, -1.945], [-0.417, 0.458, 1.782], [1.682, 0.156, -0.595], [-1.084, 0.432, -0.087], [0.580, 0.513, 0.078], [0.787, -0.680, -0.206], [1.307, 0.834, 0.538], [-0.391, -0.931, 1.266], [0.802, -0.788, -1.469], [-0.298, 1.163, 0.157], [-0.536, -1.083, 1.164], [1.822, -0.166, 0.638], [-0.344, -0.678, 0.079], [-0.436, -0.728, -0.244], [1.750, 0.036, -0.682], [0.948, -1.542, -1.093], [-0.995, -1.774, -0.623], [-1.013, 1.534, 1.146], [-0.030, -0.455, -0.189], [0.910, 0.303, 0.973], [-0.527, 0.209, -0.438], [0.276, -0.231, 0.182], [0.092, 0.341, 0.143], [-0.965, -0.330, -1.011], [0.624, -0.115, 0.639], [-0.318, 0.155, -0.232], [0.944, 0.265, 0.977], [-0.942, -0.254, -0.990], [-0.079, 0.033, 0.069], [0.012, -0.028, 0.030], [-0.116, 0.098, -0.052], [0.062, -0.135, 0.077], [-0.220, 0.325, 0.190], [-0.497, -1.063, -0.890], [0.653, 0.337, 0.438], [-0.421, -0.022, -0.286], [0.170, -0.308, -0.129], [0.537, 1.255, 0.597], [-0.573, -0.356, -0.363], [0.385, 0.110, 0.163], [-0.528, 0.685, -4.205], [0.526, 1.028, 0.867], [0.038, 0.000, 0.025], [-0.021, -0.030, -0.008], [0.147, -0.037, -0.021], [-0.143, -0.049, -0.009], [-0.116, -0.210, 0.195], [0.120, 0.089, -1.196], [0.145, 0.210, 0.738], [-0.172, -0.226, -0.338], [0.137, 0.323, -0.211], [0.004, -0.131, 1.402], [-0.204, -0.392, -0.733], [0.112, 0.336, 0.347], [-0.026, 0.118, -1.384], [-0.134, -1.875, 4.781], [0.031, -0.011, 0.031], [0.004, -0.034, -0.027], [0.100, 0.092, 0.076], [-0.022, -0.160, -0.105], [-0.191, -0.469, 0.366], [0.059, 0.421, -1.747], [0.192, 0.446, 0.646], [-0.066, -0.378, -0.289], [0.083, 0.148, -0.096], [0.032, -0.014, 1.205], [-0.127, -0.106, -0.853], [0.085, 0.142, 0.387], [-0.028, 0.007, -1.201], [0.063, -0.386, 1.727], [0.018, 0.030, 0.033], [-0.009, -0.001, -0.029], [0.074, 0.145, 0.040], [-0.213, 0.191, -0.264]], "mulliken_charge": [-0.286, 0.547, -0.625, -0.350, 0.640, 0.165, 0.051, 0.901, 0.227, -0.695, -0.776, -1.055, 0.965, -1.381, -0.382, 0.629, -0.264, 1.104, -0.596, -0.585, -0.554, 0.277, -0.200, -0.631, -0.366, -0.534, -0.480, -0.171, -0.017, 0.074, 0.358, 0.024, -0.357, -0.391, 0.339, -0.561, 0.054, 0.264, 0.276, 0.185, 0.534, 0.172, 0.175, 0.104, 0.158, 0.420, 0.311, 0.393, 0.259, 0.315, 0.309, 0.107, -0.791, 0.345, 0.898, -0.634, -0.878, 0.323, 1.046, -0.616, -0.591, -0.581, 0.342, 0.424, 0.337, 0.344, -1.034, 0.405, 0.900, -0.602, -0.864, 0.469, 0.993, -0.638, -0.672, -0.585, 0.439, 0.496, 0.375, 0.324, -0.649, -0.061, 0.955, -0.638, -0.927, 0.307, 0.781, -0.610, -0.568, -0.209, 0.503, 0.421, 0.352, 0.346, -0.840, 0.244, 0.968, -0.454, -0.995, 0.489, 0.866, -0.644, -0.592, -0.591, 0.427, 0.453, 0.332, 0.277], "lumo_energy_ev": -0.3440, "homo_lumo_gap_ev": 4.301, "total_charge": -1, "de_lowest_kj_mol": 764.3, "e_tot_ha": -4176.56348}